Entry from the OMol25 dataset: a cluster of 5 separate species, C18H24N4O2 in total in a non-equilibrium geometry (the ωB97M-V functional and the def2-TZVPD basis).

As for the total energy: -29107.61806 eV. Its total charge is 0. The calculation puts the LUMO energy at -0.67 eV. As for the molar mass: 328.4 Da. The energy above the lowest of the compared OMol25 structures with the same formula, charge and spin comes out at 112.04 kcal/mol. The SMILES is CCCCC1=CC(=O)C=CC1=O.CC#N.CC#N.CC#N.CC#N. The calculation puts the gap between HOMO and LUMO at 9.1 eV. The HOMO energy comes out at -9.725 eV.

```
48
C18H24N4O2 | the OMol25 dataset | the ωB97M-V functional and the def2-TZVPD basis
O 1.899 2.630 -0.668
O 2.161 0.272 -4.678
N -2.019 -1.482 0.510
N -6.436 3.215 -0.649
N 4.851 -3.012 1.174
N -4.566 2.225 4.049
C 2.411 1.676 -1.216
C -5.100 1.963 3.067
C 3.777 1.123 -3.138
C 1.354 -1.770 -2.561
C 1.806 0.316 -1.249
C 2.576 0.321 -3.539
C 4.733 -2.708 2.273
C 1.044 -3.253 -0.449
C 2.026 -2.725 -1.526
C -5.809 4.002 -1.199
C -1.962 0.369 2.338
C 1.897 -0.370 -2.393
C -5.757 1.624 1.814
C -1.996 -0.668 1.318
C 1.284 -2.670 0.951
C -5.014 4.999 -1.898
C 4.575 -2.322 3.667
C 3.694 1.780 -1.983
H 1.654 -2.118 -3.543
H 4.658 1.118 -3.762
H 2.480 -3.554 -2.060
H 0.036 -3.044 -0.791
H 2.837 -2.218 -1.012
H 0.276 -1.773 -2.447
H -1.847 1.355 1.891
H -6.819 1.440 1.964
H -5.446 5.991 -1.783
H 4.904 -1.297 3.826
H -4.961 4.775 -2.962
H 1.927 -1.794 0.956
H -5.664 2.429 1.077
H 3.531 -2.391 3.972
H -2.879 0.377 2.925
H -3.997 5.027 -1.510
H -1.131 0.218 3.025
H 5.160 -2.969 4.318
H 1.314 -0.084 -0.375
H 1.731 -3.395 1.627
H 1.173 -4.329 -0.374
H -5.322 0.724 1.377
H 0.316 -2.421 1.381
H 4.512 2.367 -1.595
```



Entry from the OMol25 dataset: an isolated molecule of C18H24N4O3S in a non-equilibrium geometry (the ωB97M-V functional and the def2-TZVPD basis).

As for the total energy: -41994.41350 eV. Its total charge is 0. The calculation puts the LUMO energy at 0.68 eV. As for the molar mass: 376.5 Da. The energy above the lowest of the compared OMol25 structures with the same formula, charge and spin comes out at 24.37 kcal/mol. The SMILES is CC(C)c1nc(CNC(=O)C[C@H]2C(=O)NCCN2Cc2ccoc2)cs1. The calculation puts the gap between HOMO and LUMO at 9.4 eV. The HOMO energy comes out at -8.672 eV.

```
50
C18H24N4O3S | the OMol25 dataset | the ωB97M-V functional and the def2-TZVPD basis
S 4.689 -2.267 0.450
O -0.340 -1.938 -0.927
O -6.115 -1.975 1.437
O -0.782 1.706 1.885
N -2.836 0.214 -0.645
N 0.644 -0.071 -0.130
N -1.931 2.645 0.221
N 4.038 0.111 -0.232
C -3.655 1.380 -0.897
C 6.172 1.449 1.176
C -4.843 -1.965 1.003
C -0.297 -1.036 -0.115
C -2.738 2.593 -0.973
C -2.301 0.263 0.704
C 5.013 -0.548 0.278
C 3.135 -1.993 -0.229
C -6.848 -1.324 0.519
C -4.738 -1.319 -0.195
C 7.260 -0.011 -0.566
C -1.592 1.591 0.980
C 1.722 -0.069 -1.096
C -1.319 -0.881 1.002
C 2.971 -0.676 -0.528
C -3.504 -1.037 -0.996
C 6.337 0.022 0.657
C -6.063 -0.895 -0.503
H -2.093 2.504 -1.856
H -2.780 -1.845 -0.895
H -3.321 3.515 -1.053
H -6.377 -0.357 -1.374
H 6.837 0.593 -1.366
H 2.438 -2.793 -0.370
H 6.772 -0.608 1.440
H -7.900 -1.234 0.703
H -3.115 0.210 1.460
H -3.769 -0.959 -2.053
H 8.238 0.387 -0.306
H -4.413 1.539 -0.109
H 5.537 1.462 2.059
H 1.378 -0.657 -1.951
H -4.117 -2.461 1.616
H 7.383 -1.030 -0.926
H 0.694 0.584 0.637
H 7.142 1.867 1.436
H -0.813 -0.642 1.940
H 5.710 2.067 0.412
H -1.426 3.500 0.414
H -1.851 -1.823 1.114
H -4.168 1.256 -1.851
H 1.935 0.957 -1.403
```



Entry from the OMol25 dataset: a cluster of 2 separate species, C18H24NO in total in a non-equilibrium geometry (the ωB97M-V functional and the def2-TZVPD basis).

As for the total energy: -22585.49555 eV. Its total charge is +1. The calculation puts the LUMO energy at -5.50 eV. As for the molar mass: 270.4 Da. The energy above the lowest of the compared OMol25 structures with the same formula, charge and spin comes out at 45.25 kcal/mol. The calculation puts the gap between HOMO and LUMO at 4.2 eV. The HOMO energy comes out at -9.748 eV.

```
44
C18H24NO | the OMol25 dataset | the ωB97M-V functional and the def2-TZVPD basis
O 1.216 1.743 9.545
N -1.531 2.329 4.823
C -2.637 -0.913 -0.110
C -1.155 2.485 0.639
C -2.353 0.461 -0.096
C 0.009 3.268 6.427
C -0.953 2.304 6.080
C -1.933 -1.742 0.772
C -3.664 -1.493 -1.032
C -1.412 1.019 0.757
C -0.714 0.183 1.712
C -0.996 -1.237 1.657
C -1.302 1.274 6.980
C -0.586 1.123 8.146
C 0.752 1.994 2.844
C 2.318 2.607 9.917
C -0.254 -2.187 2.544
C 0.474 2.022 8.441
C 0.194 0.649 2.665
C 0.747 3.124 7.593
H -4.468 -1.989 -0.472
H 1.536 1.920 3.611
H 0.645 -0.086 3.330
H -1.401 3.040 1.553
H -2.120 -2.818 0.747
H -1.779 2.892 -0.165
H -0.657 -3.196 2.410
H 3.096 2.620 9.148
H -3.233 -2.249 -1.703
H 1.204 2.427 1.945
H -0.792 0.316 8.846
H 0.169 4.128 5.778
H 1.532 3.841 7.837
H -1.613 3.257 4.411
H -0.112 2.695 0.376
H 1.975 3.626 10.120
H -2.363 1.771 4.707
H 2.686 2.134 10.827
H -2.142 0.616 6.756
H 0.817 -2.221 2.297
H -2.887 1.102 -0.808
H -4.110 -0.703 -1.644
H 0.017 2.691 3.261
H -0.343 -1.921 3.604
```



Entry from the OMol25 dataset: a structure of composition C18H24NO3Pd (the ωB97M-V functional and the def2-TZVPD basis).

As for the total energy: -30165.77908 eV. Its total charge is -1. The calculation puts the LUMO energy at 3.15 eV. As for the molar mass: 408.8 Da. The energy above the lowest of the compared OMol25 structures with the same formula, charge and spin comes out at 16.57 kcal/mol. The calculation puts the gap between HOMO and LUMO at 5.4 eV. The HOMO energy comes out at -2.245 eV.

```
47
C18H24NO3Pd | the OMol25 dataset | the ωB97M-V functional and the def2-TZVPD basis
Pd 0.934 -1.004 -0.744
O 1.433 -3.212 1.115
O -0.421 -3.067 -1.248
O -0.969 -0.636 -3.190
N -1.110 0.233 1.082
C 1.974 -2.270 2.012
C 3.471 2.392 1.679
C -2.600 3.494 0.150
C -1.226 1.563 0.688
C 2.131 2.651 1.458
C 1.846 0.612 0.110
C -0.480 -3.894 -0.107
C 4.030 1.273 1.078
C 3.235 0.427 0.319
C -1.617 -1.850 -2.955
C -0.058 2.316 0.446
C -1.627 -2.354 -1.514
C -0.216 3.637 0.033
C -1.606 0.494 -2.637
C -2.476 2.172 0.544
C -1.461 4.236 -0.120
C 1.329 1.806 0.678
C 0.027 -3.206 1.139
H -0.341 -3.748 2.028
H 5.086 1.054 1.206
H 0.147 -4.766 -0.308
H -1.512 -4.233 0.045
H -0.377 -0.202 0.434
H 1.594 -1.266 1.794
H -1.535 5.266 -0.447
H 3.052 -2.270 1.865
H -3.585 3.935 0.044
H -0.356 -2.179 1.180
H -1.996 -0.252 0.987
H 4.065 3.053 2.301
H 1.744 -2.544 3.051
H -2.488 -3.028 -1.400
H -2.572 0.675 -3.132
H 0.679 4.208 -0.182
H -3.364 1.580 0.747
H 3.711 -0.437 -0.130
H -1.765 0.402 -1.559
H -0.942 1.341 -2.790
H 1.680 3.528 1.913
H -1.734 -1.533 -0.798
H -2.659 -1.809 -3.315
H -1.078 -2.588 -3.555
```



- molar mass of number 3 (C18H24NO)?
  270.4 Da